Entry 1:
Density functional theory data (the ωB97M-V functional and the def2-TZVPD basis) for a molecular structure, C44H68CdI3NO7S2Si3.

Geometry as XYZ:
```
129
Properties=species:S:1:pos:R:3:lowdin_charge:R:1
Cd -0.65 -0.11 -0.02 1.19
O -1.22 1.73 3.90 -0.47
S -1.58 3.11 4.33 0.94
C -3.37 3.18 4.24 -0.35
C -4.01 2.57 2.99 -0.23
C -4.92 1.40 3.36 -0.22
C -4.18 0.07 3.41 -0.32
S -3.82 -0.66 1.79 0.95
O -3.13 0.38 0.96 -0.64
C -5.52 -0.63 1.18 -0.38
C -5.91 0.36 0.29 -0.10
C -7.19 0.33 -0.24 -0.08
C -8.07 -0.69 0.10 -0.10
C -7.66 -1.69 0.98 -0.10
C -6.38 -1.67 1.50 -0.08
C -1.07 4.23 3.02 -0.36
C 0.31 4.33 2.89 -0.09
C 0.86 5.09 1.88 -0.08
C 0.04 5.77 1.00 -0.09
C -1.34 5.68 1.13 -0.10
C -1.90 4.90 2.13 -0.08
H -3.67 4.21 4.44 0.09
H -3.62 2.60 5.13 0.08
H -3.25 2.21 2.29 0.09
H -4.59 3.34 2.48 0.11
H -5.76 1.31 2.66 0.09
H -5.37 1.59 4.35 0.11
H -4.77 -0.72 3.91 0.08
H -3.21 0.13 3.90 0.08
H -5.19 1.12 -0.01 0.11
H -7.50 1.09 -0.95 0.10
H -9.06 -0.72 -0.33 0.09
H -8.33 -2.51 1.22 0.09
H -6.04 -2.46 2.16 0.11
H 0.95 3.77 3.57 0.10
H 1.94 5.14 1.77 0.10
H 0.47 6.35 0.19 0.10
H -1.99 6.19 0.42 0.10
H -2.97 4.82 2.20 0.09
I -2.34 -3.20 4.87 0.83
C -0.61 -2.07 4.63 -0.64
C 0.37 -2.10 5.63 -0.27
C 1.51 -1.35 5.52 -0.69
I 2.90 -1.43 7.08 0.79
C 1.72 -0.52 4.38 -0.22
C 2.82 0.35 4.20 -0.07
C 2.90 1.13 3.09 -0.07
C 1.90 1.03 2.11 -0.17
N 0.87 0.23 2.23 0.11
C 0.75 -0.52 3.35 -0.15
C -0.49 -1.30 3.45 -0.51
O -1.34 -1.23 2.54 -0.19
H 0.22 -2.72 6.50 0.06
H 3.59 0.39 4.96 0.05
H 3.73 1.80 2.94 0.10
H 1.94 1.59 1.19 0.08
C 4.41 3.11 -3.03 -0.04
C 3.60 2.61 -1.84 -0.65
C 4.15 3.22 -0.55 -0.03
C 2.13 2.98 -2.02 -0.09
O 3.80 1.21 -1.77 -0.13
Si 2.73 -0.09 -1.66 -0.01
O 1.61 0.06 -0.57 -0.38
O 2.11 -0.38 -3.17 -0.12
C 2.68 -0.64 -4.43 -0.65
C 1.98 0.30 -5.41 -0.02
C 2.37 -2.09 -4.77 -0.03
C 4.19 -0.41 -4.46 -0.03
O 3.82 -1.34 -1.48 -0.12
C 4.86 -1.54 -0.54 -0.66
C 4.48 -0.96 0.82 -0.03
C 5.06 -3.05 -0.44 -0.03
C 6.14 -0.88 -1.05 -0.04
H 4.36 4.20 -3.10 0.08
H 4.02 2.69 -3.95 0.07
H 5.46 2.81 -2.92 0.08
H 4.09 4.32 -0.58 0.08
H 5.19 2.93 -0.41 0.08
H 3.57 2.87 0.30 0.06
H 2.02 4.07 -2.07 0.08
H 1.52 2.60 -1.21 -0.03
H 1.73 2.55 -2.93 0.07
H 0.90 0.17 -5.33 0.07
H 2.30 0.09 -6.44 0.08
H 2.22 1.34 -5.17 0.07
H 1.30 -2.25 -4.82 0.07
H 2.78 -2.74 -3.98 0.08
H 2.82 -2.37 -5.73 0.08
H 4.44 0.59 -4.12 0.06
H 4.55 -0.55 -5.48 0.08
H 4.70 -1.12 -3.80 0.07
H 3.53 -1.38 1.16 0.09
H 4.35 0.12 0.74 0.07
H 5.26 -1.17 1.56 0.09
H 4.18 -3.52 0.02 0.08
H 5.94 -3.29 0.15 0.08
H 5.17 -3.47 -1.44 0.08
H 5.96 0.18 -1.23 0.07
H 6.43 -1.34 -2.00 0.08
H 6.94 -1.01 -0.33 0.08
I -1.35 2.34 -1.21 -0.02
C -3.12 -3.11 -3.36 -0.21
Si -2.42 -1.63 -2.41 0.31
C -3.93 -0.56 -2.13 -0.21
C -1.29 -0.79 -3.65 -0.21
C -1.64 -2.01 -0.81 -0.47
Si -0.57 -3.49 -0.63 0.34
C 1.03 -3.34 -1.57 -0.17
C -1.36 -5.10 -1.25 -0.20
C -0.15 -3.85 1.16 -0.18
H -3.74 -2.73 -4.18 0.02
H -3.74 -3.76 -2.73 0.02
H -2.33 -3.73 -3.80 0.01
H -4.33 -0.18 -3.08 0.03
H -3.68 0.30 -1.50 -0.05
H -4.72 -1.13 -1.63 0.03
H -1.30 -1.33 -4.60 0.02
H -0.25 -0.73 -3.30 0.00
H -1.61 0.24 -3.83 0.00
H -2.44 -2.12 -0.07 -0.04
H 0.86 -2.93 -2.57 0.02
H 1.53 -4.31 -1.67 0.04
H 1.70 -2.64 -1.07 0.01
H -1.39 -5.15 -2.34 0.00
H -2.39 -5.20 -0.89 0.02
H -0.79 -5.96 -0.89 0.01
H 0.56 -3.12 1.56 0.02
H 0.28 -4.85 1.26 0.02
H -1.05 -3.79 1.79 0.01
```

- Energy relative to the best compared isomer or geometry (same formula, charge and spin): 0.00 kJ/mol
- F_max: 0.76 eV/A
- Orbital gap: 5.72 eV
- E_LUMO: 3.468 eV
- Charge: -2
- DFT total energy: -5024.92788 Ha

Entry 2:
Density functional theory data (the ωB97M-V functional and the def2-TZVPD basis) for a molecular structure, C31H39BeN2O3P3S2.

Geometry as XYZ:
```
81
Properties=species:S:1:pos:R:3:lowdin_charge:R:1
Be -1.69 1.76 1.05 -0.38
S -1.43 1.35 3.13 0.44
P 0.25 0.77 2.11 0.49
C -0.08 1.06 0.49 -0.55
P 0.14 2.50 -0.33 0.48
S -1.42 3.73 0.17 0.41
C 0.09 2.22 -2.13 -0.32
C -0.05 3.30 -3.00 -0.09
C -0.04 3.09 -4.37 -0.08
C 0.11 1.80 -4.87 -0.09
C 0.24 0.73 -4.00 -0.08
C 0.23 0.93 -2.63 -0.08
C 1.72 3.38 -0.13 -0.34
C 2.89 2.64 -0.13 -0.08
C 4.11 3.27 0.03 -0.08
C 4.17 4.66 0.18 -0.09
C 3.00 5.40 0.17 -0.08
C 1.77 4.76 0.03 -0.10
C 1.70 1.61 2.82 -0.32
C 1.61 2.98 3.06 -0.10
C 2.72 3.68 3.49 -0.08
C 3.93 3.02 3.70 -0.09
C 4.01 1.65 3.48 -0.08
C 2.90 0.95 3.04 -0.08
C 0.57 -0.99 2.42 -0.36
C 1.21 -1.73 1.44 -0.13
C 1.49 -3.07 1.65 -0.09
C 1.13 -3.68 2.85 -0.10
C 0.48 -2.94 3.83 -0.08
C 0.21 -1.59 3.62 -0.09
H -0.18 4.30 -2.61 0.10
H -0.15 3.92 -5.05 0.10
H 0.12 1.63 -5.94 0.10
H 0.36 -0.27 -4.40 0.09
H 0.32 0.11 -1.93 0.08
H 2.85 1.56 -0.24 0.11
H 5.03 2.69 0.04 0.11
H 5.12 5.15 0.30 0.10
H 3.03 6.47 0.30 0.10
H 0.85 5.33 0.05 0.07
H 0.67 3.49 2.90 0.10
H 2.65 4.75 3.67 0.11
H 4.80 3.57 4.04 0.10
H 4.95 1.13 3.65 0.10
H 2.98 -0.12 2.86 0.10
H 1.44 -1.26 0.49 0.09
H 1.98 -3.65 0.87 0.10
H 1.34 -4.72 3.01 0.10
H 0.20 -3.41 4.76 0.10
H -0.31 -1.01 4.38 0.09
N -3.96 0.26 1.29 0.00
N -3.20 1.11 0.42 -0.08
H -4.26 -0.56 0.77 0.05
H -3.33 -0.03 2.03 0.00
H -3.80 1.88 0.12 0.10
H -2.90 0.60 -0.42 0.08
C -3.20 -5.40 0.86 -0.08
C -2.01 -4.54 0.50 -0.31
O -2.43 -3.54 -0.45 -0.34
P -1.73 -2.06 -0.30 0.91
O -2.75 -1.27 -1.32 -0.36
C -4.04 -1.71 -1.74 -0.30
C -3.99 -2.38 -3.10 -0.07
O -0.42 -2.21 -1.24 -0.33
C -0.47 -2.70 -2.59 -0.29
C 0.95 -2.94 -3.05 -0.07
H -2.89 -6.19 1.55 0.08
H -3.63 -5.86 -0.03 0.08
H -3.97 -4.80 1.34 0.08
H -1.22 -5.13 0.04 0.12
H -1.59 -4.05 1.38 0.09
H -4.67 -0.81 -1.79 0.12
H -4.47 -2.38 -1.00 0.11
H -3.52 -1.72 -3.83 0.08
H -5.00 -2.61 -3.44 0.08
H -3.42 -3.31 -3.04 0.07
H -0.97 -1.96 -3.21 0.10
H -1.05 -3.63 -2.61 0.11
H 1.53 -2.01 -2.99 0.07
H 0.96 -3.29 -4.08 0.08
H 1.44 -3.69 -2.42 0.08
```

- F_max: 0.11 eV/A
- Orbital gap: 7.99 eV
- E_LUMO: 0.600 eV
- DFT total energy: -3375.27245 Ha

Entry 3:
Density functional theory data (the ωB97M-V functional and the def2-TZVPD basis) for a molecular structure, C5H5Br2ClN2 in a non-equilibrium geometry.

Geometry as XYZ:
```
15
Properties=species:S:1:pos:R:3:lowdin_charge:R:1
C -0.93 1.59 1.67 -0.16
C -2.02 0.80 1.46 -0.11
C -0.36 0.15 0.34 -0.27
C 1.98 -0.35 -1.67 -0.70
C 0.97 -1.10 -0.88 -1.23
N 0.11 1.16 0.92 0.09
N -1.62 -0.29 0.70 0.09
Cl 0.07 -2.32 -1.74 0.55
Br 0.89 0.68 -2.97 0.62
Br 1.86 -1.99 0.65 0.61
H -0.86 2.52 2.18 0.09
H -3.00 0.73 1.87 0.10
H 2.27 0.44 -0.98 0.03
H 2.92 -0.94 -1.98 0.11
H -2.28 -1.06 0.44 0.18
```

- Energy relative to the best compared isomer or geometry (same formula, charge and spin): 221.23 kJ/mol
- F_max: 6.97 eV/A
- Orbital gap: 9.34 eV
- E_LUMO: 0.286 eV
- DFT total energy: -5911.14576 Ha

Entry 4:
Density functional theory data (the ωB97M-V functional and the def2-TZVPD basis) for C4H10O2 in the gas phase in a non-equilibrium geometry.

Geometry as XYZ:
```
16
Properties=species:S:1:pos:R:3:lowdin_charge:R:1
C 2.04 -0.04 0.45 -0.06
C 0.83 0.60 -0.21 -0.41
O 0.93 0.27 -1.65 -0.08
C -0.41 -0.04 0.36 -0.19
C -1.70 0.02 -0.38 -0.24
O -2.79 -0.64 0.34 -0.09
H 2.99 0.13 -0.02 0.08
H 2.06 0.17 1.51 0.08
H 1.86 -1.11 0.37 0.08
H 0.72 1.67 -0.11 0.14
H 1.29 -0.67 -1.55 0.12
H -0.56 0.47 1.37 0.15
H -0.22 -1.09 0.58 0.12
H -1.62 -0.63 -1.24 0.12
H -2.12 0.93 -0.76 0.12
H -3.28 -0.05 0.93 0.08
```

- Energy relative to the best compared isomer or geometry (same formula, charge and spin): 133.92 kJ/mol
- F_max: 3.02 eV/A
- Orbital gap: 11.08 eV
- SMILES: C[C@@H](O)CCO
- E_LUMO: 0.917 eV
- DFT total energy: -308.84715 Ha

Entry 5:
Density functional theory data (the ωB97M-V functional and the def2-TZVPD basis) for C3H3NO in the gas phase.

Geometry as XYZ:
```
8
Properties=species:S:1:pos:R:3:lowdin_charge:R:1
C 0.29 -0.22 -0.96 -0.13
C 0.44 -0.89 0.20 -0.11
O -0.12 -0.15 1.20 0.02
C -0.58 0.95 0.57 -0.21
N -0.36 0.98 -0.71 0.08
H 0.57 -0.52 -1.95 0.10
H 0.86 -1.84 0.48 0.12
H -1.09 1.68 1.17 0.13
```

- Energy relative to the best compared isomer or geometry (same formula, charge and spin): 1.08 kJ/mol
- F_max: 0.35 eV/A
- Orbital gap: 10.66 eV
- SMILES: c1cocn1
- E_LUMO: 1.063 eV
- DFT total energy: -246.09113 Ha

Entry 6:
Density functional theory data (the ωB97M-V functional and the def2-TZVPD basis) for a molecular structure, C13H18O5S4Tl in a non-equilibrium geometry.

Geometry as XYZ:
```
41
Properties=species:S:1:pos:R:3:lowdin_charge:R:1
Tl 0.60 -0.18 -1.40 0.73
C -2.13 0.13 1.30 -0.50
C -2.92 1.02 0.35 -0.48
S -2.34 1.05 -1.39 0.77
C -2.18 2.85 -1.71 -0.51
C -1.23 3.62 -0.83 -0.49
S 0.47 2.93 -0.79 0.81
C 0.81 2.91 1.00 -0.51
C -0.11 2.09 1.88 -0.47
S -0.31 0.32 1.41 0.81
H -2.53 0.25 2.30 0.09
H -2.24 -0.91 0.99 0.02
H -3.94 0.63 0.32 0.09
H -2.95 2.05 0.70 0.07
H -1.87 2.89 -2.76 0.08
H -3.18 3.28 -1.64 0.09
H -1.15 4.64 -1.21 0.09
H -1.58 3.68 0.20 0.06
H 1.83 2.53 1.04 0.05
H 0.80 3.94 1.34 0.09
H 0.33 2.08 2.88 0.09
H -1.11 2.51 1.95 0.07
O 6.49 -1.61 0.85 0.24
C 5.33 -1.43 1.04 -0.20
C 4.62 -0.11 1.38 -0.20
O 4.98 0.70 2.18 0.24
C 3.32 -0.20 0.65 -0.20
C 3.00 -1.63 0.41 -0.21
O 1.93 -2.03 -0.03 0.04
C 4.21 -2.46 0.78 -0.20
O 4.25 -3.64 0.89 0.25
O 2.66 0.70 0.12 0.02
C -2.19 -3.11 -2.70 -0.36
S -1.56 -2.55 -1.09 0.67
C -0.89 -4.11 -0.45 -0.37
H -3.04 -3.77 -2.54 0.05
H -1.41 -3.62 -3.24 0.04
H -2.51 -2.23 -3.24 0.04
H -0.22 -4.56 -1.18 0.04
H -1.71 -4.79 -0.23 0.05
H -0.35 -3.88 0.46 0.03
```

- Energy relative to the best compared isomer or geometry (same formula, charge and spin): 0.00 kJ/mol
- F_max: 3.55 eV/A
- Orbital gap: 4.56 eV
- E_LUMO: -6.793 eV
- Charge: +1
- DFT total energy: -2647.29557 Ha

Entry 7:
Density functional theory data (the ωB97M-V functional and the def2-TZVPD basis) for 6 unconnected molecules or ions with the total composition C30H55BrN10 in a non-equilibrium geometry.

Geometry as XYZ:
```
96
Properties=species:S:1:pos:R:3:lowdin_charge:R:1
C 2.99 3.26 4.91 -0.06
C 2.93 4.79 4.62 -0.17
N 3.66 5.58 5.56 -0.06
C 3.49 5.39 6.97 0.02
C 3.95 6.53 7.60 0.04
N 4.74 7.21 6.61 -0.08
C 4.52 6.60 5.39 0.03
C 5.48 8.46 6.86 0.02
H 3.93 2.75 5.13 0.09
H 2.45 2.73 4.13 0.08
H 2.35 3.13 5.78 0.06
H 1.89 5.11 4.52 0.14
H 3.35 4.96 3.63 0.13
H 2.80 4.68 7.41 0.13
H 3.93 6.92 8.60 0.14
H 4.74 7.12 4.47 0.17
H 4.91 9.21 7.41 0.11
H 5.81 8.80 5.88 0.10
H 6.36 8.19 7.45 0.11
C -9.50 2.19 3.00 -0.06
C -9.02 2.83 1.71 -0.17
N -7.60 2.78 1.54 -0.05
C -6.95 2.57 0.35 0.01
C -5.59 2.27 0.56 0.05
N -5.42 2.53 1.92 -0.11
C -6.63 2.94 2.47 0.03
C -4.19 2.58 2.64 -0.01
H -10.57 2.00 2.93 0.10
H -9.12 2.63 3.92 0.08
H -9.01 1.23 3.17 0.08
H -9.45 3.80 1.46 0.14
H -9.46 2.25 0.89 0.13
H -7.52 2.61 -0.57 0.14
H -4.71 2.16 -0.06 0.14
H -6.78 3.21 3.51 0.17
H -3.35 2.81 1.98 0.12
H -4.12 1.70 3.29 0.11
H -4.27 3.37 3.38 0.10
C 5.37 -1.43 1.76 -0.06
C 5.79 -2.20 3.03 -0.13
N 4.58 -2.39 3.85 -0.06
C 4.51 -2.66 5.22 0.02
C 3.19 -2.86 5.52 0.00
N 2.45 -2.77 4.34 -0.08
C 3.32 -2.50 3.31 0.02
C 0.95 -2.87 4.18 0.04
H 4.73 -0.59 2.05 0.08
H 4.72 -2.03 1.12 0.08
H 6.16 -0.95 1.20 0.09
H 6.53 -1.66 3.62 0.13
H 6.15 -3.21 2.85 0.13
H 5.37 -2.74 5.87 0.14
H 2.61 -3.08 6.41 0.14
H 3.08 -2.16 2.32 0.15
H 0.56 -3.81 4.58 0.11
H 0.76 -2.78 3.11 0.10
H 0.56 -1.92 4.53 0.10
C 4.82 -1.32 -5.57 -0.05
C 4.12 -0.97 -6.94 -0.14
N 4.85 -1.47 -8.10 -0.04
C 4.37 -1.78 -9.35 0.01
C 5.45 -2.10 -10.18 -0.01
N 6.58 -2.03 -9.42 -0.10
C 6.25 -1.60 -8.20 0.03
C 7.89 -2.42 -9.96 0.05
H 5.90 -1.19 -5.61 0.05
H 4.82 -2.40 -5.41 0.08
H 4.29 -0.82 -4.76 0.09
H 4.24 0.12 -7.00 0.13
H 3.07 -1.24 -6.97 0.13
H 3.31 -1.72 -9.54 0.14
H 5.38 -2.33 -11.23 0.14
H 6.90 -1.42 -7.36 0.15
H 8.31 -3.19 -9.30 0.11
H 8.52 -1.53 -9.96 0.11
H 7.71 -2.74 -10.99 0.11
C -5.89 -5.35 -5.77 -0.05
C -6.96 -4.36 -5.30 -0.14
N -6.92 -4.30 -3.84 -0.08
C -7.85 -4.77 -2.97 0.04
C -7.20 -4.65 -1.67 0.03
N -5.98 -3.98 -1.81 -0.07
C -5.91 -3.73 -3.16 -0.01
C -5.11 -3.58 -0.68 0.02
H -5.84 -5.15 -6.84 0.09
H -6.05 -6.42 -5.74 0.09
H -4.88 -5.17 -5.37 0.08
H -7.99 -4.51 -5.65 0.14
H -6.86 -3.34 -5.67 0.13
H -8.81 -5.21 -3.21 0.14
H -7.58 -4.89 -0.68 0.13
H -5.04 -3.30 -3.63 0.17
H -4.33 -4.32 -0.47 0.10
H -5.68 -3.29 0.20 0.10
H -4.44 -2.81 -1.07 0.10
Br 0.12 0.01 -0.69 -0.99
```

- Energy relative to the best compared isomer or geometry (same formula, charge and spin): 297.59 kJ/mol
- F_max: 4.97 eV/A
- Orbital gap: 5.86 eV
- E_LUMO: -6.515 eV
- Charge: +4
- DFT total energy: -4296.41490 Ha

Entry 8:
Density functional theory data (the ωB97M-V functional and the def2-TZVPD basis) for C5H9NO in the gas phase in a non-equilibrium geometry.

Geometry as XYZ:
```
16
Properties=species:S:1:pos:R:3:lowdin_charge:R:1
C -0.44 -0.51 -1.35 0.10
C -0.65 0.47 -0.45 -0.30
C -1.75 1.48 -0.55 -0.05
C 0.34 0.68 0.59 -0.35
O 0.38 1.62 1.36 0.09
C 1.53 -0.45 0.66 -0.21
N 1.01 -1.78 0.90 -0.02
H -1.04 -0.57 -2.24 0.07
H 0.19 -1.37 -1.19 0.05
H -1.35 2.49 -0.55 0.08
H -2.41 1.39 0.32 0.09
H -2.33 1.33 -1.45 0.08
H 2.13 -0.45 -0.25 0.11
H 2.16 -0.05 1.47 0.10
H 0.47 -1.81 1.76 0.08
H 1.76 -2.46 0.98 0.07
```

- Energy relative to the best compared isomer or geometry (same formula, charge and spin): 170.66 kJ/mol
- F_max: 3.22 eV/A
- Orbital gap: 9.63 eV
- SMILES: C=C(C)C(=O)CN
- E_LUMO: 0.393 eV
- DFT total energy: -325.87255 Ha